A cluster of 5 separate species, C48H98BN5O18P in total in a non-equilibrium geometry. Source: the Open Molecules 2025 dataset; level of theory: wB97M-V/def2-TZVPD.

XYZ file:
```
171
Properties=species:S:1:pos:R:3:mulliken_charge:R:1
H 1.06 0.61 -0.75 -0.81
O 1.42 -1.52 0.57 -0.30
H 8.72 6.06 12.83 0.29
H 1.50 -8.60 -2.55 0.37
H 3.92 0.52 -0.65 -0.03
H -1.07 1.82 -1.58 0.32
C -8.77 1.62 -2.90 -0.84
H -8.48 -4.51 -10.05 0.38
H -9.69 2.19 -3.04 0.38
O -9.43 -4.19 -8.28 -0.26
O 5.68 2.48 11.26 -0.29
H -7.56 4.14 -1.24 0.24
H -3.57 0.58 -3.94 0.24
O 1.12 -3.24 -0.83 -0.48
C -1.06 0.36 0.83 -0.47
C -6.80 3.27 -4.69 -0.34
H -2.41 1.65 2.02 0.24
O -8.76 -1.28 -7.51 -0.24
H -9.98 -6.13 -7.81 0.28
H 0.45 3.55 2.94 0.52
O 4.51 2.34 3.99 -0.64
H -0.41 -0.15 1.56 0.03
H 5.12 -7.35 -6.20 0.35
H -6.77 4.05 -5.45 0.42
C -3.66 0.26 0.84 -1.58
H -3.32 -0.35 3.39 0.45
H 4.53 2.15 -0.18 0.48
H -8.53 -2.07 -9.76 0.04
H 0.63 4.12 5.03 0.32
H 7.41 4.11 9.89 0.06
C 2.21 -8.12 -4.51 -0.28
N 6.50 2.10 2.16 -0.56
H -9.98 0.26 -8.19 0.41
H 5.31 -9.36 -5.52 0.41
H -4.04 1.10 0.26 0.42
H 6.92 1.65 2.97 0.24
C -10.97 -1.61 -8.52 -0.45
C 4.23 -0.64 -3.76 -0.68
H 3.46 -5.66 -4.26 -0.18
C 4.66 -1.61 -2.86 -1.24
O -10.59 -1.85 -9.87 -0.46
N 2.35 5.09 4.41 -0.38
H -3.54 -0.65 0.25 0.32
H 3.58 -5.49 -5.99 0.43
C -4.66 0.50 -4.01 -0.78
H 5.66 -2.03 -2.87 0.52
H 5.57 6.34 12.52 0.38
C 8.42 5.54 11.92 -0.82
C 2.49 -1.60 -1.80 0.63
C -0.37 1.70 0.48 1.63
O 7.09 5.07 12.05 -0.30
H 4.52 4.57 11.18 0.09
C 6.48 3.84 9.39 -0.27
C -9.41 -4.05 -9.69 -0.49
O 5.81 -0.24 4.14 -0.50
H -10.50 -0.56 -6.72 0.31
H -4.95 0.21 -5.03 0.37
P 4.81 2.35 2.36 -0.18
H 0.85 -7.09 -3.21 0.31
B 5.28 -1.07 3.22 0.62
H 2.09 3.19 5.43 0.40
H 4.94 -0.28 -4.49 0.48
O 2.50 -7.07 -5.43 -0.48
H 6.16 -2.79 3.51 0.31
C 2.06 -0.67 -2.72 0.22
H -7.41 0.16 -6.92 -0.01
H 5.92 -0.74 4.96 0.29
C 5.96 2.49 9.87 -0.55
H 0.98 1.42 4.61 1.02
H -1.27 -0.25 -0.05 0.60
H 1.60 -5.28 -2.42 0.45
H -5.15 2.25 -5.60 0.35
H -7.92 0.26 -8.63 0.42
C 5.71 -9.03 -4.56 -0.85
C -7.68 -0.41 -7.81 -0.58
H 6.74 3.72 8.33 0.42
H -7.05 3.78 -3.75 0.11
H 4.12 2.35 12.55 0.25
H -4.69 3.48 -4.40 0.40
O 5.18 -7.78 -4.16 -0.28
H 1.75 6.89 5.81 0.26
H 3.06 4.94 3.70 0.31
H 3.23 -5.15 -1.75 0.23
C 3.01 5.54 5.62 0.39
C 2.55 0.65 1.51 0.17
C -8.17 1.29 -4.26 0.14
H 1.67 -0.42 3.19 0.50
C 4.42 1.93 11.59 -0.83
H 4.34 6.13 10.46 0.45
N 2.58 6.53 6.27 -0.75
C -9.41 -2.59 -10.13 -0.27
C -2.36 -0.31 2.88 -1.45
H 3.65 2.19 10.86 0.39
O -7.84 2.40 -5.09 -0.45
H -10.64 -4.84 -6.78 0.23
H 1.04 -0.28 -2.67 0.73
C 1.75 -7.70 -3.13 -0.49
H 6.96 2.98 1.95 0.31
C 2.35 -5.80 -1.82 -0.86
H -9.03 0.68 -2.41 0.35
H -0.95 3.40 -0.81 0.45
H 4.49 0.85 11.69 0.29
H 9.06 4.67 11.78 0.24
H -7.32 0.61 -4.16 0.09
C 4.98 -6.87 -5.22 -0.55
C -2.38 0.63 1.63 0.70
H 8.54 6.19 11.05 0.39
H -10.25 -4.57 -10.16 0.34
C -5.40 2.67 -4.63 -0.57
C 1.06 1.58 3.52 -0.74
H -11.16 -2.55 -8.00 0.14
H 6.74 1.74 9.69 0.38
C 1.66 -2.18 -0.68 -0.49
C -8.39 3.46 -1.44 -0.87
C 3.79 -2.06 -1.91 0.58
H 2.15 3.32 2.60 0.35
H -9.31 -2.59 -11.22 0.42
H 2.96 0.62 3.73 0.36
H 3.03 -8.83 -4.46 0.07
H 5.54 -0.93 1.12 0.18
H 1.11 2.35 -0.87 0.59
C -1.23 2.36 -0.64 -1.72
H 6.80 -8.98 -4.60 0.29
O 2.15 1.71 0.73 -0.06
H -11.31 -5.08 -8.39 0.41
H 6.54 6.86 11.14 0.36
C 1.03 1.53 -0.15 -0.26
C 3.60 -6.22 -5.18 0.02
H -0.36 2.42 1.30 -0.43
H -2.06 -1.31 2.52 0.30
H 1.38 -8.67 -4.96 0.43
H 5.73 -6.08 -5.12 0.37
H 5.08 2.22 9.28 0.34
H 3.78 -2.47 1.02 1.01
H 5.42 -9.77 -3.81 0.24
O -7.86 2.30 -2.05 -0.22
C 4.72 -0.62 1.80 -0.79
N 4.18 4.82 5.98 -0.20
H -9.10 3.98 -2.08 0.40
H -11.93 -1.11 -8.58 0.44
C 4.12 0.82 1.57 1.63
H -1.60 -0.01 3.62 0.25
C 2.93 -0.21 -3.67 -0.88
O 2.77 -7.01 -2.41 -0.34
C -10.05 -0.72 -7.71 -0.46
C 6.09 5.99 11.62 -0.55
O -5.27 1.70 -3.60 -0.22
H 0.05 1.37 3.15 -0.77
O 5.26 -2.45 3.50 -0.60
O 5.56 4.92 9.42 -0.43
C 1.63 3.83 4.67 -0.89
C 2.11 0.57 3.03 -1.05
H -4.44 0.04 1.58 0.42
H -8.93 0.73 -4.81 0.25
H -8.86 3.21 -0.48 0.28
C 3.58 -1.42 1.23 -0.72
H -2.30 2.30 -0.43 0.34
N 2.49 -0.79 1.04 1.31
C 4.53 1.08 0.06 -1.83
H 4.55 5.25 6.83 0.11
H 1.97 -5.98 -0.81 0.34
H 5.24 2.81 4.42 0.30
H 2.62 0.54 -4.39 0.42
H -6.84 -1.03 -8.10 0.24
H 4.84 5.00 5.23 0.25
H -5.00 -0.29 -3.34 0.26
C 1.37 3.09 3.33 -0.78
H 4.14 -2.83 -1.21 0.46
H 5.57 0.76 -0.11 0.48
C 5.07 5.36 10.69 -0.32
C -10.39 -5.11 -7.80 -0.84
```

The HOMO energy comes out at -9.9370 eV. For the molar mass, the calculation gives 1075.1 g/mol. As for the net charge: +1. The total energy comes out at -105621.4723 eV. The HOMO-LUMO gap is 6.29 eV. As for the largest force on an atom: 3.9 eV/Å.